(1)
This record from OMol25 describes a 2-piece molecular cluster, BH3OS overall. The level of theory is the ωB97M-V functional and the def2-TZVPD basis.

The geometry in XYZ format:
```
6
Properties=species:S:1:pos:R:3
S -1.61 -0.63 -0.84
O -0.28 1.69 -0.89
B -0.12 0.40 -0.52
H -1.48 -2.00 0.86
H 0.57 2.19 -0.62
H 0.71 0.01 0.22
```

Properties
- ΔE to the lowest compared entry with this formula, charge and spin: 284.3 kJ/mol
- Kohn-Sham gap (spin up / spin down): 8.43 / 7.88 eV
- HOMO (spin up / spin down): -9.7997 / -9.6345 eV
- Spin multiplicity: 1
- Net charge: 0

So, what does the natural (NBO) scheme give us? The charges, in e, come out as:
1 S -0.1940
2 O -0.8601
3 B 0.5146
4 H 0.1238
5 H 0.5012
6 H -0.0855

***

(2)
This record from OMol25 describes a 2-piece molecular cluster, BH4N overall. The level of theory is the ωB97M-V functional and the def2-TZVPD basis.

The geometry in XYZ format:
```
6
Properties=species:S:1:pos:R:3
N -0.61 0.34 1.59
B 0.81 -0.42 -1.20
H 0.38 -0.83 -2.12
H 1.83 0.03 -1.03
H -1.39 -0.37 1.32
H -1.02 1.25 1.44
```

Properties
- ΔE to the lowest compared entry with this formula, charge and spin: 47.0 kJ/mol
- Kohn-Sham gap (spin up / spin down): 7.51 / 9.83 eV
- HOMO (spin up / spin down): -7.6335 / -10.9743 eV
- Expectation value of S²: 2.00
- Spin multiplicity: 3
- Net charge: 0

So, what does the natural (NBO) scheme give us? The charges, in e, come out as:
1 N -0.5763
2 B 0.3442
3 H -0.1773
4 H -0.1673
5 H 0.2919
6 H 0.2849